Entry 1:
The following is a DFT calculation (ωB97M-V with the def2-TZVPD basis set) of 9 unconnected molecules or ions with the total composition C41H75IN2O11 at a distorted geometry.

The geometry in XYZ format:
```
130
Properties=species:S:1:pos:R:3:lowdin_charge:R:1
C -0.80902 -0.12096 0.23344 -0.048
C -1.15667 1.28622 -0.53213 -0.320
O -0.24828 1.39698 -1.71368 -0.112
C -2.72540 1.44571 -1.00529 -0.129
O -3.69537 0.74191 -0.16524 -0.161
C -4.67928 1.62276 0.46338 -0.239
C -4.35405 1.57565 2.10409 -0.055
N -4.11776 1.64394 3.39782 0.079
C -6.24611 1.16448 0.31081 -0.215
C -6.93366 2.06762 -0.88623 -0.087
N -7.44205 2.80643 -1.84728 0.091
C -6.50514 -0.44416 0.19942 -0.159
C -6.07343 -1.15051 -1.20620 -0.655
O -6.06878 -0.61372 -2.42597 -0.113
I -5.44478 -3.29014 -1.10889 0.834
H -1.70188 -0.87133 0.33097 0.088
H 0.03424 -0.66667 -0.40336 0.092
H -0.34148 0.15517 1.28708 0.086
H -0.87685 2.18086 0.18050 0.131
H -0.77389 1.89125 -2.40973 0.093
H -2.92077 2.58465 -1.17344 0.141
H -2.78830 0.94172 -2.08577 0.156
H -4.61952 2.75271 0.17167 0.160
H -6.78597 1.51717 1.31619 0.163
H -7.67919 -0.61053 0.32886 0.151
H -6.01103 -1.00018 1.12242 0.133
C 1.48156 4.57996 3.39331 -0.182
C 2.46077 4.39820 2.26245 -0.175
C 1.71439 3.45358 1.34581 -0.197
O 0.31645 3.72367 1.51881 -0.164
C 0.15392 4.56676 2.66773 -0.200
H 1.64232 5.49345 3.97138 0.119
H 1.54205 3.72532 4.07762 0.104
H 2.62549 5.35705 1.75692 0.111
H 3.43108 4.00752 2.57928 0.120
H 1.88974 2.40882 1.62349 0.121
H 1.98763 3.58591 0.29495 0.110
H -0.11360 5.56778 2.31216 0.115
H -0.66124 4.18824 3.29057 0.116
C 1.48156 -2.92004 3.69331 -0.182
C 2.46077 -3.10180 2.56245 -0.182
C 1.71439 -4.04642 1.64581 -0.202
O 0.31645 -3.77633 1.81881 -0.140
C 0.15392 -2.93324 2.96773 -0.207
H 1.64232 -2.00655 4.27138 0.115
H 1.54205 -3.77468 4.37762 0.116
H 2.62549 -2.14295 2.05692 0.115
H 3.43108 -3.49248 2.87928 0.116
H 1.88974 -5.09118 1.92349 0.117
H 1.98763 -3.91409 0.59495 0.102
H -0.11360 -1.93222 2.61216 0.097
H -0.66124 -3.31176 3.59057 0.117
C -3.59742 -6.04081 -5.03890 -0.180
C -4.90277 -6.79317 -5.01151 -0.178
C -5.00313 -7.20069 -3.55773 -0.204
O -4.33544 -6.18659 -2.79423 -0.193
C -3.60576 -5.34330 -3.69627 -0.239
H -3.50729 -5.34744 -5.87890 0.117
H -2.76174 -6.74910 -5.08697 0.117
H -5.72634 -6.11618 -5.26745 0.119
H -4.93436 -7.64434 -5.69637 0.117
H -4.48862 -8.14995 -3.37457 0.105
H -6.03902 -7.29426 -3.21915 0.120
H -4.12876 -4.38236 -3.75190 0.073
H -2.59879 -5.17053 -3.30658 0.122
C 2.10611 4.66781 8.54686 -0.184
C 0.85165 3.84132 8.42863 -0.181
C 0.83785 3.49534 6.95562 -0.211
O 2.20611 3.43180 6.53025 -0.155
C 3.03162 3.98052 7.56691 -0.203
H 2.51231 4.70761 9.56071 0.115
H 1.90695 5.69410 8.21610 0.117
H 0.95202 2.92752 9.02610 0.118
H -0.05178 4.36419 8.75257 0.117
H 0.34133 4.27534 6.36873 0.112
H 0.34489 2.53993 6.75402 0.122
H 3.56672 3.15099 8.04186 0.117
H 3.76480 4.66480 7.13112 0.118
C 6.25248 4.90476 -1.83927 -0.182
C 5.21180 5.99333 -1.89131 -0.182
C 4.00321 5.30497 -1.29539 -0.211
O 4.49543 4.33807 -0.35734 -0.154
C 5.91107 4.20202 -0.54356 -0.203
H 7.27970 5.27715 -1.86437 0.115
H 6.11495 4.21912 -2.68385 0.117
H 5.51810 6.82995 -1.25231 0.120
H 5.02972 6.38011 -2.89717 0.115
H 3.43386 4.76777 -2.06130 0.122
H 3.33175 6.00274 -0.78673 0.109
H 6.40731 4.67877 0.30879 0.118
H 6.18117 3.14250 -0.55671 0.116
C 0.37927 8.88476 -2.30285 -0.182
C 1.25829 10.10861 -2.28667 -0.183
C 2.62262 9.51514 -2.01090 -0.204
O 2.62805 8.20033 -2.58394 -0.154
C 1.28327 7.85408 -2.94297 -0.204
H -0.55898 9.02465 -2.84561 0.116
H 0.14039 8.58578 -1.27529 0.118
H 1.25038 10.58386 -3.27468 0.118
H 0.95992 10.85475 -1.54589 0.116
H 2.80106 9.41165 -0.93535 0.118
H 3.43318 10.10867 -2.44356 0.119
H 1.21044 7.88668 -4.03552 0.118
H 1.06267 6.83659 -2.60870 0.116
C 5.65248 -2.58453 -2.30534 -0.184
C 4.61180 -1.49595 -2.35738 -0.180
C 3.40321 -2.18431 -1.76146 -0.201
O 3.89543 -3.15122 -0.82342 -0.157
C 5.31107 -3.28727 -1.00963 -0.203
H 6.67970 -2.21213 -2.33044 0.115
H 5.51495 -3.27016 -3.14992 0.117
H 4.91810 -0.65933 -1.71838 0.117
H 4.42972 -1.10917 -3.36324 0.116
H 2.83386 -2.72152 -2.52737 0.120
H 2.73175 -1.48654 -1.25280 0.115
H 5.80731 -2.81052 -0.15728 0.118
H 5.58117 -4.34678 -1.02278 0.118
C -3.91844 -11.46433 -1.62776 -0.183
C -2.93923 -11.64609 -2.75862 -0.184
C -3.68561 -12.59071 -3.67527 -0.208
O -5.08355 -12.32061 -3.50226 -0.138
C -5.24608 -11.47753 -2.35334 -0.205
H -3.75768 -10.55083 -1.04969 0.116
H -3.85795 -12.31896 -0.94346 0.117
H -2.77451 -10.68724 -3.26415 0.111
H -1.96892 -12.03676 -2.44179 0.116
H -3.51026 -13.63546 -3.39758 0.117
H -3.41237 -12.45838 -4.72612 0.117
H -5.51360 -10.47650 -2.70891 0.105
H -6.06124 -11.85604 -1.73050 0.118
```

Properties
Total charge: 0
Calculated total energy (eV): -77324.8035
M (g/mol): 899.0
ΔE to the lowest compared entry with this formula, charge and spin (eV): 6.9366
SMILES: C[C@@H](O)CO[C@H](C#N)[C@@H](C#N)CC(=O)I.C1CCOC1.C1CCOC1.C1CCOC1.C1CCOC1.C1CCOC1.C1CCOC1.C1CCOC1.C1CCOC1
2S+1: 1

Entry 2:
The following is a DFT calculation (ωB97M-V with the def2-TZVPD basis set) of 6 unconnected molecules or ions with the total composition C41H76ClF3N2O22S at a distorted geometry.

The geometry in XYZ format:
```
146
Properties=species:S:1:pos:R:3:lowdin_charge:R:1
C -1.64927 4.93008 -1.40637 0.062
C -1.10538 3.74326 -1.20063 -0.109
C -0.39495 2.27493 -1.23672 -0.190
C -0.96154 1.45851 0.01638 -0.172
C -0.84490 -0.13813 0.00500 -0.126
C -0.83727 -0.88605 -1.41406 -0.386
C -2.08723 -0.44523 -2.40428 -0.126
C -3.42603 0.03071 -1.67864 -0.141
C -3.68721 1.61977 -2.02175 -0.215
O -4.83171 1.70566 -2.96124 -0.133
O 0.28792 -0.71009 -2.25755 -0.081
C 1.61019 -1.03255 -1.82730 -0.394
N 2.22871 0.29202 -1.40044 0.134
O 1.83027 -2.10986 -0.92916 -0.089
C 2.38541 -1.86380 0.35645 -0.159
C 4.01730 -2.01866 0.49128 -0.285
C 4.62822 -0.57140 0.85457 -0.119
C 4.32921 -2.97659 1.79499 -0.173
C 3.86951 -2.32267 3.20003 -0.365
C 3.22660 -3.54228 4.08246 -0.120
C 5.23232 -1.89042 4.01503 -0.106
C 2.43830 -1.47894 -3.21702 -0.289
C 2.91244 -3.05093 -3.12625 -0.101
C 3.56615 -3.61283 -4.48905 -0.144
F 4.47810 -2.70846 -5.16231 -0.118
C 1.53196 -1.40534 -4.55205 -0.079
C 0.40336 -2.54226 -4.73986 -0.148
O -0.13972 -2.33375 -6.11111 -0.111
C 0.46194 -3.28049 -7.00360 -0.238
O 1.18475 -2.88834 -7.98166 0.022
N 3.56955 -0.55864 -3.35956 -0.547
Cl 5.03940 -0.89967 -2.63071 0.820
C 3.51200 0.53271 -4.32978 -0.195
C 4.70562 1.64364 -4.14909 -0.292
C 6.00415 1.28897 -5.04588 -0.080
F 4.15157 2.88639 -4.73316 -0.120
S -1.28226 -2.70182 -1.01403 0.887
O -2.75615 -2.98196 -1.01285 -0.293
O -0.78782 -2.94054 0.41826 -0.342
F -0.36350 -3.79492 -1.96123 -0.230
H -1.85784 6.06264 -1.28158 0.054
H 0.73575 2.50997 -1.06941 0.110
H -0.46282 1.76862 -2.26081 0.097
H -2.07877 1.72449 0.21938 0.111
H -0.39600 1.84105 0.96262 0.138
H -1.76201 -0.55156 0.59719 0.132
H 0.06336 -0.42534 0.66854 0.114
H -1.72949 0.31369 -3.21501 0.134
H -2.34232 -1.40955 -3.01258 0.114
H -4.31415 -0.51484 -2.20465 0.133
H -3.53504 -0.21075 -0.56440 0.110
H -4.02000 2.19940 -1.08499 0.124
H -2.79913 2.08531 -2.58140 0.099
H -4.42327 1.75512 -3.87011 0.099
H 1.74842 0.63626 -0.53396 0.078
H 1.91598 0.99946 -2.10737 0.084
H 1.97989 -2.70439 1.06353 0.140
H 2.13831 -0.88717 0.90059 0.108
H 4.50185 -2.55445 -0.39512 0.100
H 4.67868 0.17344 -0.01669 0.042
H 5.68288 -0.76513 1.31750 0.091
H 4.03822 -0.02589 1.70239 0.083
H 5.44839 -3.25212 1.73387 0.116
H 3.66105 -3.92046 1.63979 0.109
H 3.15508 -1.42436 3.09086 0.122
H 2.79432 -3.14621 5.07980 0.082
H 4.08845 -4.26834 4.38807 0.089
H 2.48433 -4.18051 3.47538 0.072
H 6.18471 -2.37528 3.55657 0.079
H 5.37660 -0.74900 4.03150 0.071
H 5.17846 -2.30543 5.10131 0.075
H 3.66794 -3.26090 -2.29320 0.088
H 2.01143 -3.75775 -2.89630 0.129
H 2.81877 -3.99313 -5.27293 0.107
H 4.20119 -4.54344 -4.18202 0.135
H 2.17594 -1.50000 -5.52338 0.135
H 0.96845 -0.39306 -4.69601 0.139
H -0.51343 -2.34950 -4.04711 0.117
H 0.77253 -3.62489 -4.72299 0.108
H 0.23726 -4.40703 -6.85459 0.166
H 2.52644 1.15460 -4.24329 0.130
H 3.56985 0.22921 -5.45682 0.137
H 4.93544 1.87288 -3.04831 0.130
H 6.22036 0.15357 -5.10258 0.070
H 6.94139 1.90703 -4.75582 0.091
H 5.75228 1.61332 -6.13840 0.096
C -5.28695 -0.75064 3.29607 -0.041
O -5.26545 0.34081 4.21565 -0.002
C -4.30514 1.25118 3.97073 -0.590
O -3.49927 1.20936 3.06911 0.104
O -4.39774 2.21688 4.90419 -0.001
C -3.43271 3.25827 4.76721 -0.048
H -6.09792 -1.42006 3.58815 0.093
H -5.48241 -0.39558 2.28090 0.096
H -4.34786 -1.30830 3.33690 0.100
H -3.55394 3.77300 3.81073 0.098
H -2.41954 2.86069 4.86703 0.097
H -3.60099 3.97822 5.56978 0.094
C -9.62057 0.33658 3.73940 -0.043
O -10.62271 -0.49886 3.16184 -0.017
C -10.30714 -1.80792 3.14077 -0.588
O -9.28324 -2.29869 3.55729 0.117
O -11.33095 -2.47470 2.57492 -0.004
C -11.13336 -3.88470 2.48552 -0.047
H -9.97988 1.36643 3.70403 0.094
H -9.44992 0.06754 4.78480 0.105
H -8.69126 0.27603 3.16736 0.093
H -11.02263 -4.32238 3.48075 0.099
H -10.26459 -4.11363 1.86328 0.099
H -12.01781 -4.31744 2.01513 0.094
C 11.15123 2.63892 -8.93418 -0.050
O 10.19934 1.91475 -8.15708 -0.006
C 9.73236 0.80078 -8.75295 -0.592
O 10.04958 0.39388 -9.84650 0.120
O 8.85054 0.21957 -7.91773 -0.009
C 8.26965 -0.98204 -8.42191 -0.045
H 11.45760 3.51356 -8.35802 0.093
H 12.03552 2.02694 -9.12898 0.098
H 10.70389 2.98169 -9.87054 0.099
H 9.03883 -1.73855 -8.59626 0.099
H 7.70717 -0.78376 -9.33769 0.100
H 7.57779 -1.36140 -7.66793 0.090
C 8.82877 2.22045 6.94165 -0.048
O 7.85419 3.26099 6.98997 -0.003
C 6.73879 3.00662 6.28004 -0.591
O 6.51853 2.00647 5.63700 0.113
O 5.91125 4.06084 6.41142 -0.003
C 4.67878 3.92890 5.70597 -0.050
H 9.68162 2.53242 7.54667 0.094
H 8.42663 1.29567 7.36294 0.098
H 9.17249 2.06133 5.91650 0.098
H 4.11137 3.07209 6.07798 0.098
H 4.85727 3.83782 4.63156 0.098
H 4.09356 4.83286 5.88269 0.093
C -13.09009 3.58681 8.61256 -0.049
O -13.78431 2.79347 7.65175 -0.004
C -13.08898 2.55907 6.52254 -0.590
O -11.97207 2.95570 6.28045 0.115
O -13.85402 1.80607 5.71031 0.000
C -13.23867 1.47798 4.46575 -0.039
H -13.74277 3.71122 9.47818 0.093
H -12.17589 3.08470 8.93900 0.098
H -12.86430 4.57560 8.20547 0.098
H -12.33070 0.89232 4.62735 0.078
H -13.01908 2.38314 3.89375 0.102
H -13.94163 0.87140 3.89259 0.099
```

Properties
Total charge: 0
Calculated total energy (eV): -123270.5245
M (g/mol): 1073.6
SMILES: C#CCCC[C@@](CCCO)(O[C@@](N)(OC[C@@H](C)CC(C)C)[C@@](CCF)(CCOC=O)N(Cl)C[C@@H](C)F)S(=O)(=O)F.COC(=O)OC.COC(=O)OC.COC(=O)OC.COC(=O)OC.COC(=O)OC
2S+1: 1

- M of number 2 (C41H76ClF3N2O22S)?
  1073.6 g/mol

- The highest calculated total energy belongs to which entry?
  C41H75IN2O11

- Which formula does entry 2 have?
  C41H76ClF3N2O22S